Record 1
ORCA calculation (ωB97M-V/def2-TZVPD) on the molecule C8H12N2O2S in a non-equilibrium geometry.

Values from the calculation:
* highest occupied orbital energy: -8.900 eV
* multiplicity: 1
* Kohn-Sham gap: 0.355 Ha

Each atom is followed by the atoms it is bonded to, with distances in Å.
Atoms and positions in Å:
1 C -1.932 0.226 -0.226  C2 1.322, C3 1.557, H14 1.133
2 C -1.460 1.135 0.609  C1 1.322, C5 1.517, H15 0.989
3 C -1.037 -0.577 -1.213  C1 1.557, N9 1.454, N10 1.446, O11 1.432
4 C -1.755 -1.145 -3.321  N9 1.249, H16 1.161, H17 1.024
5 C 0.003 1.363 0.940  C2 1.517, C7 1.557, H18 1.094, H19 1.036
6 C 0.573 -1.253 0.575  C7 1.783, N10 1.425, H20 1.063, H21 1.165
7 C 1.086 0.435 0.316  C5 1.557, C6 1.783, C8 1.511, S13 1.859
8 C 2.378 0.545 1.091  C7 1.511, H22 1.044, H23 1.109, H24 1.043
9 N -1.991 -1.227 -2.097  C3 1.454, C4 1.249
10 N -0.136 -1.545 -0.627  C3 1.446, C6 1.425, H25 0.990
11 O -0.232 0.402 -1.879  C3 1.432, S13 1.663
12 O 1.762 1.839 -1.834  S13 1.441
13 S 1.389 0.483 -1.518  C7 1.859, O11 1.663, O12 1.441
14 H -3.014 -0.052 -0.418  C1 1.133
15 H -2.115 1.693 1.097  C2 0.989
16 H -2.632 -1.540 -3.971  C4 1.161
17 H -0.933 -0.773 -3.805  C4 1.024
18 H 0.355 2.365 0.675  C5 1.094
19 H -0.006 1.263 1.972  C5 1.036
20 H 1.526 -1.715 0.669  C6 1.063
21 H -0.164 -1.253 1.477  C6 1.165
22 H 2.768 -0.328 1.510  C8 1.044
23 H 2.110 1.179 1.960  C8 1.109
24 H 3.055 0.993 0.435  C8 1.043
25 H -0.564 -2.437 -0.642  N10 0.990

And the Mulliken charges, in e, turn out to be: number 1, C, carries -0.84; number 2, C, carries -0.82; number 3, C, carries 1.55; number 4, C, carries -0.42; number 5, C, carries -1.18; number 6, C, carries -1.02; number 7, C, carries 0.95; number 8, C, carries -1.38; number 9, N, carries -0.69; number 10, N, carries -0.49; number 11, O, carries -0.42; number 12, O, carries -0.60; number 13, S, carries 0.56; number 14, H, carries 0.35; number 15, H, carries 0.66; number 16, H, carries 0.22; number 17, H, carries 0.31; number 18, H, carries 0.39; number 19, H, carries 0.54; number 20, H, carries 0.59; number 21, H, carries 0.29; number 22, H, carries 0.36; number 23, H, carries 0.37; number 24, H, carries 0.41; number 25, H, carries 0.32

---

Record 2
ORCA calculation (ωB97M-V/def2-TZVPD) on the molecule C8H12N2O2S in a non-equilibrium geometry.

Values from the calculation:
* highest occupied orbital energy (alpha / beta): -7.311 / -6.868 eV
* multiplicity: 1
* Kohn-Sham gap (alpha / beta): 0.285 / 0.243 Ha

Each atom is followed by the atoms it is bonded to, with distances in Å.
Atoms and positions in Å:
1 C -0.360 1.346 0.810  C2 1.326, C3 1.457, H14 1.162
2 C 0.458 0.927 1.766  C1 1.326, C5 1.490, H15 1.027
3 C -0.631 0.851 -0.533  C1 1.457, N9 1.430, N10 1.482, O11 1.369
4 C -2.061 1.983 -2.055  N9 1.286, H16 1.057, H17 1.061
5 C 1.274 -0.318 1.707  C2 1.490, C7 1.498, H18 1.075, H19 1.049
6 C -1.861 -1.211 0.186  N10 1.349, H20 1.136, H21 1.118
7 C 1.390 -0.777 0.285  C5 1.498, C8 1.496, S13 1.755
8 C 1.509 -2.211 -0.124  C7 1.496, H22 1.091, H23 1.142, H24 1.095
9 N -1.882 1.434 -0.906  C3 1.430, C4 1.286
10 N -0.775 -0.613 -0.347  C3 1.482, C6 1.349, H25 0.982
11 O 0.368 1.025 -1.454  C3 1.369, S13 1.841
12 O 2.566 1.476 -0.019  S13 1.444
13 S 1.996 0.430 -0.835  C7 1.755, O11 1.841, O12 1.444
14 H -0.847 2.395 0.917  C1 1.162
15 H 0.598 1.549 2.571  C2 1.027
16 H -2.971 2.514 -2.131  C4 1.057
17 H -1.355 1.835 -2.834  C4 1.061
18 H 2.217 -0.138 2.191  C5 1.075
19 H 0.700 -0.965 2.300  C5 1.049
20 H -2.038 -2.242 -0.256  C6 1.136
21 H -2.680 -0.720 0.767  C6 1.118
22 H 0.551 -2.642 0.171  C8 1.091
23 H 2.548 -2.636 0.086  C8 1.142
24 H 1.573 -2.191 -1.217  C8 1.095
25 H -0.286 -1.100 -1.046  N10 0.982

And the Mulliken charges, in e, turn out to be: number 1, C, carries -0.22; number 2, C, carries -0.88; number 3, C, carries 1.23; number 4, C, carries -0.35; number 5, C, carries -0.93; number 6, C, carries -0.66; number 7, C, carries 0.39; number 8, C, carries -1.21; number 9, N, carries -0.59; number 10, N, carries -0.06; number 11, O, carries -0.66; number 12, O, carries -0.53; number 13, S, carries 0.42; number 14, H, carries 0.19; number 15, H, carries 0.47; number 16, H, carries 0.30; number 17, H, carries 0.24; number 18, H, carries 0.45; number 19, H, carries 0.40; number 20, H, carries 0.26; number 21, H, carries 0.28; number 22, H, carries 0.38; number 23, H, carries 0.31; number 24, H, carries 0.40; number 25, H, carries 0.37

---

Record 3
ORCA calculation (ωB97M-V/def2-TZVPD) on the molecule C8H12N2O3 in a non-equilibrium geometry.

Values from the calculation:
* SMILES: Cc1nc(C(C)(C)C)c([N+](=O)[O-])o1
* highest occupied orbital energy: -9.185 eV
* multiplicity: 1
* Kohn-Sham gap: 0.326 Ha

Each atom is followed by the atoms it is bonded to, with distances in Å.
Atoms and positions in Å:
1 C -0.767 -0.151 0.082  C2 1.370, C8 1.493, N9 1.362
2 C -2.114 0.070 -0.033  C1 1.370, N10 1.445, O13 1.360
3 C -1.754 -2.032 -0.029  C4 1.432, N9 1.289, O13 1.358
4 C -2.146 -3.409 -0.030  C3 1.432, H14 1.110, H15 1.097, H16 1.189
5 C 0.377 1.775 1.251  C8 1.526, H17 1.026, H18 1.169, H19 1.106
6 C -0.003 1.654 -1.236  C8 1.555, H20 1.097, H21 1.060, H22 1.153
7 C 1.738 0.155 -0.110  C8 1.561, H23 1.113, H24 1.188, H25 1.159
8 C 0.345 0.844 0.044  C1 1.493, C5 1.526, C6 1.555, C7 1.561
9 N -0.585 -1.501 0.080  C1 1.362, C3 1.289
10 N -2.865 1.305 -0.024  C2 1.445, O11 1.208, O12 1.228
11 O -3.284 1.664 1.051  N10 1.208
12 O -2.948 1.900 -1.096  N10 1.228
13 O -2.761 -1.123 0.050  C2 1.360, C3 1.358
14 H -3.242 -3.505 0.111  C4 1.110
15 H -1.960 -3.790 -1.041  C4 1.097
16 H -1.354 -4.027 0.606  C4 1.189
17 H 0.950 2.598 1.033  C5 1.026
18 H -0.691 2.176 1.506  C5 1.169
19 H 0.802 1.272 2.140  C5 1.106
20 H 0.890 2.166 -1.616  C6 1.097
21 H -0.250 0.954 -1.993  C6 1.060
22 H -0.892 2.356 -1.020  C6 1.153
23 H 2.522 0.924 0.067  C7 1.113
24 H 2.063 -0.615 0.734  C7 1.188
25 H 1.700 -0.561 -1.021  C7 1.159

And the Mulliken charges, in e, turn out to be: number 1, C, carries -0.15; number 2, C, carries 0.28; number 3, C, carries 0.65; number 4, C, carries -1.10; number 5, C, carries -1.58; number 6, C, carries -1.57; number 7, C, carries -1.54; number 8, C, carries 1.98; number 9, N, carries -0.63; number 10, N, carries 1.05; number 11, O, carries -0.55; number 12, O, carries -0.56; number 13, O, carries -0.42; number 14, H, carries 0.31; number 15, H, carries 0.27; number 16, H, carries 0.27; number 17, H, carries 0.51; number 18, H, carries 0.24; number 19, H, carries 0.37; number 20, H, carries 0.44; number 21, H, carries 0.42; number 22, H, carries 0.30; number 23, H, carries 0.39; number 24, H, carries 0.31; number 25, H, carries 0.32

---

Record 4
ORCA calculation (ωB97M-V/def2-TZVPD) on the molecule C8H12N2OS in a non-equilibrium geometry.

Values from the calculation:
* SMILES: CCCCSc1ccc(=O)[nH]n1
* highest occupied orbital energy: -8.399 eV
* multiplicity: 1
* Kohn-Sham gap: 0.313 Ha

Each atom is followed by the atoms it is bonded to, with distances in Å.
Atoms and positions in Å:
1 C 2.721 1.157 -1.920  C2 1.389, C3 1.447, H13 1.055
2 C 2.371 2.047 -2.928  C1 1.389, C4 1.494, H14 1.058
3 C 1.687 0.735 -1.000  C1 1.447, N9 1.313, S12 1.749
4 C 0.953 2.468 -3.139  C2 1.494, N10 1.357, O11 1.220
5 C -0.947 -1.712 0.715  C6 1.627, C8 1.635, H16 1.088, H21 1.025
6 C -2.250 -1.405 1.640  C5 1.627, C7 1.556, H15 1.129, H17 1.043
7 C -1.917 -1.465 3.158  C6 1.556, H18 1.073, H19 1.183, H20 1.091
8 C 0.327 -0.755 1.080  C5 1.635, S12 2.008, H22 1.029, H23 1.015
9 N 0.474 1.217 -1.141  C3 1.313, N10 1.301
10 N 0.181 2.034 -2.110  C4 1.357, N9 1.301, H24 1.041
11 O 0.476 3.017 -4.118  C4 1.220
12 S 2.048 -0.612 0.056  C3 1.749, C8 2.008
13 H 3.719 0.857 -1.755  C1 1.055
14 H 3.135 2.250 -3.632  C2 1.058
15 H -3.061 -2.176 1.488  C6 1.129
16 H -0.516 -2.703 0.834  C5 1.088
17 H -2.616 -0.433 1.549  C6 1.043
18 H -1.344 -0.580 3.353  C7 1.073
19 H -2.923 -1.722 3.726  C7 1.183
20 H -1.339 -2.336 3.471  C7 1.091
21 H -1.028 -1.399 -0.258  C5 1.025
22 H 0.485 -1.103 2.035  C8 1.029
23 H 0.160 0.246 1.122  C8 1.015
24 H -0.797 2.372 -2.222  N10 1.041

And the Mulliken charges, in e, turn out to be: number 1, C, carries -0.39; number 2, C, carries -0.49; number 3, C, carries 0.59; number 4, C, carries 0.36; number 5, C, carries -0.57; number 6, C, carries -0.38; number 7, C, carries -1.12; number 8, C, carries -1.26; number 9, N, carries -0.49; number 10, N, carries -0.03; number 11, O, carries -0.64; number 12, S, carries -0.20; number 13, H, carries 0.40; number 14, H, carries 0.41; number 15, H, carries 0.34; number 16, H, carries 0.29; number 17, H, carries 0.30; number 18, H, carries 0.34; number 19, H, carries 0.29; number 20, H, carries 0.31; number 21, H, carries 0.45; number 22, H, carries 0.66; number 23, H, carries 0.54; number 24, H, carries 0.30

---

Record 5
ORCA calculation (ωB97M-V/def2-TZVPD) on a cluster of 2 separate species, C8H12N4 in total in a non-equilibrium geometry.

Values from the calculation:
* SMILES: Cc1c[nH]cn1.Cc1c[nH]cn1
* highest occupied orbital energy: -8.465 eV
* multiplicity: 1
* Kohn-Sham gap: 0.330 Ha

Each atom is followed by the atoms it is bonded to, with distances in Å.
Atoms and positions in Å:
1 C -2.870 1.750 -1.292  C3 1.478, H9 1.091, H10 1.086, H12 1.094
2 C -1.247 -0.309 -1.450  C3 1.359, N5 1.376, H7 1.072
3 C -2.241 0.462 -0.934  C1 1.478, C2 1.359, N6 1.417
4 C -2.116 -1.278 0.328  N5 1.336, N6 1.320, H11 1.078
5 N -1.151 -1.379 -0.591  C2 1.376, C4 1.336, H8 1.006
6 N -2.780 -0.141 0.230  C3 1.417, C4 1.320
7 H -0.673 -0.110 -2.333  C2 1.072
8 H -0.509 -2.154 -0.590  N5 1.006
9 H -2.383 2.528 -0.702  C1 1.091
10 H -3.936 1.703 -1.085  C1 1.086
11 H -2.260 -1.930 1.173  C4 1.078
12 H -2.823 1.973 -2.362  C1 1.094
13 C 2.833 1.244 -0.303  C14 1.481, H19 1.088, H20 1.091, H24 1.092
14 C 2.120 0.246 0.526  C13 1.481, C15 1.390, N17 1.380
15 C 2.259 -1.137 0.551  C14 1.390, N18 1.360, H21 1.077
16 C 0.960 -0.489 2.198  N17 1.309, N18 1.365, H22 1.079
17 N 1.383 0.614 1.633  C14 1.380, C16 1.309
18 N 1.582 -1.573 1.646  C15 1.360, C16 1.365, H23 1.008
19 H 2.701 1.154 -1.379  C13 1.088
20 H 3.892 1.233 -0.039  C13 1.091
21 H 2.986 -1.664 -0.043  C15 1.077
22 H 0.470 -0.441 3.157  C16 1.079
23 H 1.338 -2.548 1.727  N18 1.008
24 H 2.464 2.244 -0.066  C13 1.092

And the Mulliken charges, in e, turn out to be: number 1, C, carries -1.00; number 2, C, carries -0.89; number 3, C, carries 0.85; number 4, C, carries -0.28; number 5, N, carries 0.04; number 6, N, carries -0.60; number 7, H, carries 0.40; number 8, H, carries 0.20; number 9, H, carries 0.22; number 10, H, carries 0.30; number 11, H, carries 0.43; number 12, H, carries 0.33; number 13, C, carries -1.19; number 14, C, carries 0.90; number 15, C, carries -0.77; number 16, C, carries -0.32; number 17, N, carries -0.54; number 18, N, carries -0.04; number 19, H, carries 0.31; number 20, H, carries 0.28; number 21, H, carries 0.38; number 22, H, carries 0.43; number 23, H, carries 0.24; number 24, H, carries 0.33

---

For the records above, the corresponding energy relative to the best compared isomer or geometry (same formula, charge and spin) values read 448.7 703.8 418.5 339.6 88.5 kJ/mol.